Molecular formula: C6H21NO5
Method: DFT, the ωB97M-V functional and the def2-TZVPD basis

* HOMO level (alpha / beta): -14.616 / -14.709 eV
* total charge: +1
* LUMO level (alpha / beta): -0.179 / -0.293 Ha
* spin multiplicity: 2

Structure (XYZ):
```
33
Properties=species:S:1:pos:R:3:lowdin_charge:R:1
C 2.62539 -0.84925 1.38492 -0.073
C 1.82978 0.20722 2.23440 -0.205
C 0.45279 0.19647 1.62822 -0.201
C 0.49005 0.46747 0.20158 -0.002
C -0.51271 0.15101 -0.70850 -0.028
N -0.28132 0.36509 -2.08144 0.044
C -0.71988 -0.58426 -2.83726 0.076
H 2.30851 -1.85687 1.64608 0.084
H 2.40780 -0.76831 0.31195 0.054
H 3.71258 -0.67357 1.47175 0.094
H 1.86600 -0.13852 3.27921 0.128
H 2.38520 1.12751 2.26281 0.103
H -0.08041 -0.71743 1.91167 0.151
H -0.20328 1.04332 2.01048 0.159
H 1.45314 0.67512 -0.26427 0.137
H -1.50823 -0.16264 -0.36360 0.124
H -1.02781 -1.52301 -2.39730 0.091
H -0.51466 -0.62452 -3.90600 0.120
H 0.19924 -4.12145 -1.19059 0.055
H 0.33971 -2.66837 -1.09674 -0.006
O 0.53455 -3.45845 -0.56764 -0.051
H -2.70067 -2.61432 1.48936 0.043
H -2.83020 -1.10556 1.20210 -0.008
O -3.21115 -1.82649 1.70299 -0.032
H 0.24354 3.91548 1.84086 0.075
H 1.10240 2.99699 0.99542 0.051
O 0.39274 2.98227 1.65591 -0.038
H -0.15987 2.49358 -2.51294 0.025
H 0.56381 2.65007 -1.22220 -0.018
O -0.01441 3.14213 -1.80224 -0.047
H -3.01588 0.37092 -1.35344 0.040
H -3.08622 0.88962 -2.67689 0.085
O -3.04052 0.01875 -2.24868 -0.030
```

Molecular formula: C2H3ClO2S
Method: DFT, the ωB97M-V functional and the def2-TZVPD basis

* HOMO level: -9.026 eV
* LUMO level: -0.002 Ha

Structure (XYZ):
```
9
Properties=species:S:1:pos:R:3:lowdin_charge:R:1
C -0.07354 -0.09345 0.53237 -0.492
C -1.33998 -0.24449 -0.17201 -0.048
O 0.29054 -0.38553 1.61555 0.096
O 2.34670 -0.66475 -0.57963 -0.566
S 1.51491 0.49783 -0.71958 0.545
Cl 2.35823 1.95847 0.49660 0.184
H -1.38910 -0.01261 -1.33060 0.135
H -1.59947 -1.29124 -0.12241 0.096
H -2.10829 0.23578 0.27970 0.050
```

Energy above the lowest of the compared OMol25 structures with the same formula, charge and spin, record by record: 220.0, 110.8 kJ/mol